(1)
C45H48CdN6OP2SiTe as an isolated structure in a non-equilibrium geometry. Source: the Open Molecules 2025 dataset; level of theory: wB97M-V/def2-TZVPD.

Positions of all 105 atoms, in Å:
Cd (-0.543, 1.858, -0.878)
Te (3.236, 2.094, 2.502)
C (3.936, 0.168, 3.198)
C (3.553, -0.366, 4.462)
C (4.097, -1.596, 4.835)
N (5.072, -2.226, 4.143)
C (5.478, -1.634, 3.013)
C (4.943, -0.466, 2.507)
C (1.824, 1.412, 1.073)
P (2.278, 1.617, -0.681)
C (3.944, 2.357, -0.599)
C (5.033, 1.456, -0.471)
C (6.310, 1.806, -0.848)
C (6.540, 3.113, -1.290)
C (5.514, 4.057, -1.303)
C (4.236, 3.716, -0.807)
C (2.723, 0.240, -1.759)
C (3.555, 0.641, -2.817)
C (4.243, -0.291, -3.599)
C (3.509, -1.460, -3.839)
C (2.451, -1.798, -3.013)
C (2.138, -1.121, -1.695)
P (0.159, 1.527, 1.737)
C (-0.474, -0.111, 2.133)
C (0.464, -1.152, 2.412)
C (0.235, -2.416, 1.912)
C (-0.686, -2.604, 0.748)
C (-1.898, -1.773, 1.103)
C (-1.779, -0.541, 1.715)
C (0.050, 2.449, 3.256)
C (-0.662, 1.915, 4.327)
C (-0.654, 2.588, 5.551)
C (-0.063, 3.837, 5.693)
C (0.643, 4.353, 4.594)
C (0.615, 3.756, 3.336)
H (2.826, 0.153, 5.051)
H (3.758, -2.110, 5.741)
H (6.208, -2.207, 2.406)
H (5.361, -0.140, 1.544)
H (4.813, 0.436, -0.178)
H (7.074, 1.058, -0.958)
H (7.592, 3.390, -1.557)
H (5.664, 5.074, -1.739)
H (3.464, 4.506, -0.790)
H (3.623, 1.698, -3.001)
H (5.266, -0.092, -3.919)
H (3.803, -2.165, -4.630)
H (1.877, -2.679, -3.191)
H (2.789, -1.674, -0.973)
H (1.356, -0.936, 3.051)
H (0.968, -3.154, 2.192)
H (-1.119, -3.617, 0.859)
H (-2.884, -2.100, 0.734)
H (-2.676, 0.041, 1.864)
H (-1.088, 0.914, 4.243)
H (-1.175, 2.104, 6.376)
H (-0.172, 4.415, 6.633)
H (1.200, 5.277, 4.745)
H (0.873, 4.317, 2.451)
O (0.292, 4.424, -0.760)
H (1.121, 4.632, -0.284)
H (-0.382, 5.074, -0.509)
C (-5.277, 3.515, -2.231)
Si (-4.046, 2.362, -1.306)
C (-4.903, 0.654, -1.552)
C (-4.066, 2.604, 0.590)
C (-2.306, 2.546, -2.103)
H (-6.203, 2.961, -2.312)
H (-4.909, 3.772, -3.240)
H (-5.454, 4.461, -1.699)
H (-5.850, 0.603, -1.048)
H (-4.334, -0.118, -1.033)
H (-4.952, 0.380, -2.619)
H (-4.083, 3.675, 0.710)
H (-3.180, 2.168, 1.081)
H (-4.977, 2.182, 0.989)
H (-2.112, 3.553, -2.440)
H (-2.149, 1.946, -3.010)
C (-2.206, -0.828, -3.253)
C (-1.067, -1.239, -2.323)
N (-0.252, -0.403, -1.747)
C (0.707, -1.165, -0.964)
C (-0.007, -2.514, -0.681)
N (-1.119, -2.492, -1.681)
C (-1.298, -3.694, -2.537)
N (-2.237, -4.690, -2.100)
N (-1.771, -5.894, -1.680)
N (-2.712, -6.556, -1.047)
C (-3.876, -5.768, -1.074)
C (-5.075, -6.011, -0.349)
C (-5.979, -4.986, -0.363)
C (-5.718, -3.824, -1.081)
C (-4.585, -3.579, -1.830)
C (-3.595, -4.558, -1.727)
H (-1.747, -0.196, -4.037)
H (-2.879, -0.135, -2.726)
H (-2.765, -1.646, -3.680)
H (0.910, -0.597, -0.049)
H (0.671, -3.370, -0.744)
H (-0.383, -4.250, -2.680)
H (-1.655, -3.365, -3.540)
H (-5.249, -6.967, 0.160)
H (-6.807, -4.936, 0.338)
H (-6.468, -3.050, -1.065)
H (-4.488, -2.597, -2.370)

For the HOMO-LUMO gap (spin up / spin down), the calculation gives 2.78 / 2.82 eV. For the LUMO energy (spin up / spin down), the calculation gives -2.5 / -2.5 eV.

Here are the Mulliken charges for atoms 1 to 99, given in e: 1.45 0.15 0.18 -0.41 -0.32 -0.63 -0.57 0.04 0.13 0.57 0.00 -0.02 -1.24 -0.45 -0.60 -0.81 -0.09 -0.70 -0.89 -0.70 -0.73 0.69 0.83 0.40 -0.56 -1.03 0.17 -1.11 -0.47 0.41 -0.86 -0.56 -0.61 -0.54 -0.38 0.49 0.36 0.34 0.33 1.00 0.47 0.31 0.37 0.16 0.59 0.43 0.39 0.37 0.34 -0.05 0.39 0.60 0.38 0.63 0.41 0.40 0.35 0.39 0.41 -0.53 0.16 0.32 -1.18 0.40 -1.03 -0.73 -1.22 0.34 0.27 0.34 0.57 0.01 0.32 0.38 -0.10 0.35 0.66 0.50 -0.75 -0.18 0.17 0.85 -0.62 1.19 -1.65 0.74 -0.63 -0.66 0.37 -0.69 -0.61 -0.31 -0.35 1.02 0.37 -0.88 0.59 -1.03 0.51


(2)
C45H48IN11O4SSeV as an isolated structure in a non-equilibrium geometry. Source: the Open Molecules 2025 dataset; level of theory: wB97M-V/def2-TZVPD.

Positions of all 112 atoms, in Å:
V (0.578, -0.149, 0.189)
C (-2.112, 2.748, -7.415)
O (-2.700, 2.158, -6.277)
C (-2.735, 0.806, -6.174)
C (-3.367, 0.304, -5.031)
C (-3.358, -1.042, -4.756)
C (-2.751, -1.936, -5.648)
C (-2.244, -1.445, -6.851)
C (-2.199, -0.088, -7.099)
N (-2.653, -3.296, -5.414)
N (-2.400, -3.804, -4.321)
C (-1.922, -3.206, -3.193)
C (-2.403, -3.682, -1.965)
C (-2.046, -3.128, -0.751)
C (-1.130, -2.067, -0.722)
O (-0.689, -1.399, 0.297)
C (-0.577, -1.618, -1.952)
N (0.242, -0.561, -1.783)
C (0.670, 0.055, -2.868)
C (0.490, -0.485, -4.139)
C (-0.233, -1.646, -4.306)
C (-0.923, -2.174, -3.198)
H (-2.242, 3.822, -7.288)
H (-2.610, 2.426, -8.332)
H (-1.045, 2.518, -7.477)
H (-3.846, 1.003, -4.365)
H (-3.848, -1.413, -3.869)
H (-1.826, -2.144, -7.557)
H (-1.735, 0.255, -8.009)
H (-3.139, -4.470, -1.993)
H (-2.493, -3.475, 0.168)
H (1.218, 0.977, -2.736)
H (0.954, -0.007, -4.985)
H (-0.261, -2.133, -5.265)
C (8.073, -2.684, 1.102)
C (6.911, -1.912, 0.568)
C (5.713, -2.552, 0.258)
C (4.678, -1.856, -0.340)
C (4.830, -0.508, -0.612)
C (6.001, 0.152, -0.297)
C (7.035, -0.550, 0.297)
S (3.513, 0.265, -1.540)
O (3.947, 1.514, -2.108)
O (3.010, -0.741, -2.438)
N (2.300, 0.566, -0.474)
C (2.449, 1.313, 0.621)
C (3.495, 2.190, 0.950)
C (3.447, 2.829, 2.169)
C (2.360, 2.617, 3.022)
C (1.362, 1.754, 2.620)
N (1.412, 1.108, 1.463)
H (7.759, -3.631, 1.530)
H (8.615, -2.120, 1.856)
H (8.764, -2.899, 0.287)
H (5.608, -3.610, 0.448)
H (3.767, -2.339, -0.661)
H (6.113, 1.195, -0.557)
H (7.964, -0.048, 0.519)
H (4.291, 2.350, 0.243)
H (4.244, 3.492, 2.468)
H (2.307, 3.109, 3.979)
H (0.501, 1.548, 3.246)
I (4.512, -3.243, 3.928)
C (3.021, -2.797, 2.548)
C (2.093, -3.670, 2.023)
N (1.356, -2.956, 1.158)
N (1.743, -1.684, 1.107)
C (2.761, -1.562, 1.943)
H (1.922, -4.705, 2.231)
H (0.533, -3.257, 0.651)
H (3.282, -0.635, 2.091)
C (-0.565, 4.663, -1.015)
C (-1.314, 3.688, -1.927)
N (-2.231, 2.812, -1.213)
C (-3.644, 3.138, -1.284)
C (-4.050, 4.220, -0.284)
C (-1.757, 1.779, -0.490)
C (-2.726, 0.888, 0.225)
N (-0.497, 1.507, -0.382)
H (0.214, 5.163, -1.584)
H (-0.101, 4.153, -0.172)
H (-1.238, 5.418, -0.621)
H (-0.603, 3.073, -2.491)
H (-1.895, 4.256, -2.655)
H (-4.235, 2.239, -1.111)
H (-3.863, 3.483, -2.298)
H (-3.804, 3.921, 0.732)
H (-5.121, 4.390, -0.345)
H (-3.545, 5.157, -0.500)
H (-3.302, 0.306, -0.495)
H (-3.410, 1.455, 0.851)
H (-2.161, 0.199, 0.851)
H (0.119, 2.143, -0.879)
C (-3.066, 0.842, 4.717)
N (-2.381, -0.233, 5.376)
C (-1.416, -1.012, 4.836)
Se (-0.896, -1.100, 3.085)
N (-0.981, -1.862, 5.797)
C (-1.707, -1.679, 6.950)
C (-1.707, -2.331, 8.170)
C (-2.635, -1.909, 9.107)
C (-3.531, -0.879, 8.835)
C (-3.536, -0.224, 7.618)
C (-2.608, -0.635, 6.678)
H (-2.599, 1.005, 3.746)
H (-2.994, 1.751, 5.318)
H (-4.119, 0.591, 4.572)
H (-0.257, -2.543, 5.639)
H (-1.030, -3.142, 8.374)
H (-2.672, -2.398, 10.065)
H (-4.246, -0.595, 9.590)
H (-4.245, 0.559, 7.401)

For the HOMO-LUMO gap (spin up / spin down), the calculation gives 6.78 / 6.74 eV. The spin multiplicity is 3. For the LUMO energy (spin up / spin down), the calculation gives -2.4 / -2.6 eV. As for the total charge: +1.

Here are the Mulliken charges for atoms 1 to 99, given in e: -0.66 -0.91 -0.42 0.90 -0.66 0.18 -0.65 -0.32 -0.44 -0.64 -0.37 0.35 -0.18 -0.96 -0.56 -0.40 -0.25 1.04 0.32 -2.23 -1.12 0.69 0.23 0.37 0.36 0.50 0.40 0.48 0.44 0.48 0.59 1.01 0.69 0.81 -1.62 0.96 -0.98 -0.61 0.10 -0.15 -0.95 1.45 -0.81 -0.76 0.30 0.13 -0.79 -0.80 -1.21 -0.40 1.15 0.36 0.41 0.32 0.45 0.56 0.53 0.43 0.70 0.50 0.49 0.34 0.11 -1.37 -0.34 -0.10 1.62 -0.31 0.55 -0.08 0.64 -0.95 -0.74 0.64 -0.76 -1.30 0.85 -1.27 0.87 0.41 0.16 0.33 0.18 0.50 0.46 0.44 0.25 0.43 0.32 0.25 0.64 -0.43 -0.15 -0.91 0.41 -0.22 -0.47 0.05 0.29